Entry from the OMol25 dataset: a molecular structure, C44H48ClF2N3O2S2 at a distorted geometry (ωB97M-V/def2-TZVPD).

Structure (XYZ):
```
102
Properties=species:S:1:pos:R:3:forces:R:3:mulliken_charge:R:1
C -3.398560 -1.151334 0.683647 0.42 -0.24 0.79 -0.01
H 1.921219 1.052406 -4.058700 0.02 -0.02 -0.01 0.44
C 3.853261 3.402576 -2.483274 0.02 -0.02 0.01 -0.38
H -9.399589 1.267134 -1.439051 -0.01 -0.12 0.62 0.51
S -10.841438 0.315884 0.227896 -2.41 1.37 1.48 1.12
H -8.464906 1.023038 1.453023 0.10 0.34 -0.53 0.15
H -5.267670 -1.125650 2.413439 -0.08 0.20 -0.07 0.40
C 8.571030 6.504336 -1.293659 0.01 -0.02 0.01 -0.55
H 6.785304 5.694606 -2.167658 -0.01 0.00 0.05 0.25
C 4.408394 -1.003011 -5.091016 -0.03 0.00 0.02 -0.61
H -3.470013 -3.814099 0.243059 -0.23 -0.23 0.66 0.27
C 1.545176 -6.301176 6.891411 0.00 0.00 -0.01 -0.34
C 7.485392 5.639541 -1.343416 0.02 0.03 -0.01 -0.01
C 0.891250 -5.573606 5.905632 0.02 0.00 0.00 -0.50
C -4.415390 -0.226646 0.828664 1.12 -0.28 -1.54 -0.25
C 1.515062 -5.339485 4.687095 -0.01 0.01 0.01 -0.20
C 1.580730 -3.256980 -0.151925 0.01 -0.06 -0.11 -0.14
H -7.296073 0.861657 -1.357019 -0.07 0.23 0.62 0.58
H 2.377883 -3.527007 -2.127766 0.02 0.03 0.02 0.44
H 1.071004 -3.018462 1.918961 0.01 0.02 -0.02 0.39
H -10.081272 2.483403 -0.361222 -0.35 -0.90 0.14 0.30
H 1.060433 -6.480918 7.843281 0.01 0.00 -0.02 0.36
C 1.871415 -3.161536 1.202036 0.00 0.00 0.01 -0.53
H -6.022345 1.664436 4.651878 -0.31 -0.34 -0.55 0.31
C 4.212352 -3.434232 0.719324 -0.03 -0.01 -0.01 -0.51
C -5.763819 1.801486 -0.146747 0.35 -1.47 -0.86 -1.49
C 2.820437 -6.798162 6.656430 0.00 -0.01 0.00 -0.39
H 5.484046 -1.020300 -5.218323 -0.03 0.00 0.00 0.39
H 5.726379 3.322002 -3.529257 -0.01 0.02 0.01 0.50
H 3.380234 6.848929 -4.158326 0.00 -0.02 0.01 0.38
H 5.238886 -3.499180 1.059097 -0.02 0.00 -0.01 0.38
H 1.681902 -2.970093 -5.509136 0.01 0.02 -0.01 0.39
H 8.714818 7.238543 -2.077286 0.00 -0.02 0.02 0.36
H -4.280040 0.589281 3.639763 -0.27 -0.02 -0.59 0.43
H -2.059783 -2.545770 1.652654 -0.51 0.15 0.27 0.11
H 4.719263 -3.688923 -1.351022 -0.02 0.02 0.01 0.39
C 2.605168 -3.448335 -1.070885 0.00 0.00 0.03 -0.43
F -5.242108 -3.119429 0.869902 0.35 -0.52 0.68 -0.30
C -8.305890 1.580368 0.508115 0.30 -0.75 -0.78 -0.27
H 8.047516 3.901285 1.508344 0.01 0.02 -0.02 0.36
C 2.707056 4.145677 -2.232134 -0.01 0.01 0.01 -0.64
O -10.650415 -0.065693 1.598976 1.31 -0.58 -0.69 -0.55
C 3.785846 0.135941 -4.596152 0.04 -0.03 -0.01 0.07
H 3.273695 -5.658273 3.499144 -0.03 -0.01 0.01 0.46
C 3.187073 -3.248103 1.638118 0.01 0.00 0.02 -0.44
C 3.440521 -6.571465 5.434656 -0.02 0.02 0.02 -0.40
C -7.090815 0.970831 -0.270854 -0.01 -0.02 0.32 -0.47
H 9.991353 5.426908 1.586193 -0.02 0.01 -0.01 0.35
H -6.953855 -0.064248 0.101003 0.13 0.65 -0.18 0.19
H 4.375973 1.005725 -4.334018 -0.03 0.00 -0.03 0.28
N -1.791046 -0.259951 -2.517391 -0.34 -0.55 0.93 -0.69
H -5.667464 2.438879 -1.046527 -0.22 0.08 0.83 0.49
N -5.303026 -0.230016 1.939752 0.74 0.86 -0.68 0.06
H 5.416492 5.523129 -4.612678 -0.02 -0.01 0.02 0.42
C 2.538735 5.387108 -2.831112 0.02 -0.01 -0.01 -0.38
C 3.920583 -3.538336 -0.634682 0.01 0.01 -0.01 -0.48
H -7.166842 0.857365 3.469085 0.55 0.06 0.22 0.27
H 6.446151 4.033348 -0.371813 0.01 0.03 -0.01 0.38
H 4.136210 -3.007208 -5.809812 -0.01 0.02 0.01 0.38
C -3.131380 -2.277399 1.710744 -0.65 -0.19 -0.98 -1.27
H -0.104580 -5.188065 6.087797 0.02 0.00 0.00 0.36
H 4.432588 -6.964653 5.249164 -0.02 0.02 0.01 0.37
H -4.514309 1.733935 2.323150 -0.19 -0.76 0.01 0.46
H 3.985495 2.434519 -2.014066 -0.01 0.02 -0.01 0.60
H -8.089786 2.626029 0.795745 -0.35 -0.39 -0.33 0.33
H -5.705603 2.393549 0.782684 -0.08 -0.28 -0.50 0.33
C -4.593760 0.785763 -0.261730 -0.38 0.45 0.90 -0.06
C 3.513127 5.882217 -3.688199 0.00 0.00 0.01 -0.39
H -3.401503 -1.989745 2.742382 0.14 -0.12 -0.46 0.38
H -6.498918 2.474239 3.163873 0.00 -0.60 0.17 0.21
C 4.657462 5.137826 -3.942134 0.00 0.00 -0.01 -0.54
C 3.651180 -2.119253 -5.422379 0.01 -0.01 0.02 -0.30
H 3.414056 -3.170296 2.694943 -0.01 0.01 -0.02 0.56
C -3.780365 0.811418 -1.359619 0.25 -0.25 0.06 0.79
H 0.574698 -0.937277 -4.640369 0.02 0.03 -0.05 0.64
O -12.113294 0.963900 0.033384 0.47 -0.30 -1.05 -0.57
C 4.830116 3.900010 -3.336194 -0.02 -0.02 -0.02 -0.35
H 1.944482 3.756698 -1.568112 0.02 0.01 -0.01 0.42
S -0.866407 -1.542483 -2.109101 -0.22 0.22 0.22 0.18
C 1.650676 -0.955964 -4.766290 0.01 -0.04 0.01 -0.32
F -3.972146 1.713131 -2.361155 0.08 -0.41 0.58 -0.36
H 1.647303 5.968739 -2.631020 0.02 -0.02 -0.01 0.37
C 9.286747 5.488641 0.765815 -0.01 0.01 -0.01 -0.42
C 7.296253 4.704348 -0.334736 0.00 -0.01 0.00 -0.31
H 3.331408 -7.363555 7.426319 -0.02 0.01 -0.02 0.35
C 9.472925 6.427727 -0.240383 0.00 0.00 0.00 -0.32
N -1.518594 -2.008085 -0.668545 -0.44 1.50 -1.34 -0.45
C 2.788623 -5.839333 4.450876 0.04 -0.01 -0.02 -0.35
Cl -10.873579 -1.371910 -0.975912 0.53 0.60 0.30 -0.21
C -3.933900 -3.529042 1.209521 0.78 1.03 -0.57 -0.18
H 0.553963 -3.183626 -0.490646 0.14 -0.10 0.14 0.40
C -2.691087 -0.124697 -1.531438 0.32 -0.98 0.82 0.29
C -2.510440 -1.127926 -0.472358 -1.28 0.53 0.34 1.08
H 1.007801 -4.767136 3.919273 0.02 -0.03 0.00 0.30
C 2.406881 0.161044 -4.438506 -0.02 0.04 0.05 -0.67
H -3.936493 -4.358251 1.936299 -0.31 0.35 -0.37 0.34
C 2.272344 -2.097591 -5.256012 0.00 0.01 0.02 -0.69
C -5.005947 0.892869 2.849127 -0.26 0.45 1.36 -0.62
C 8.196114 4.629975 0.720510 0.01 0.00 0.00 -0.45
H 10.321493 7.100096 -0.203359 -0.02 -0.02 0.00 0.36
C -9.590893 1.488490 -0.372449 0.67 0.64 0.01 -0.84
C -6.258634 1.472934 3.585395 0.24 0.67 -0.28 -1.03
```
Positions in Å, forces in eV/Å.

Its spin multiplicity is 1. The HOMO-LUMO gap comes out at 7.96 eV. Its calculated total energy is -94598.10988 eV. For the HOMO energy, the calculation gives -0.321 Ha.

=====

Entry from the OMol25 dataset: a molecular structure, C44H48F4HgN10OSi (ωB97M-V/def2-TZVPD).

Structure (XYZ):
```
109
Properties=species:S:1:pos:R:3:forces:R:3:lowdin_spin:R:1
N -0.737547 -1.792732 2.051836 -0.10 0.23 0.24 0.12
H 5.644052 0.324384 -3.618794 0.03 0.02 -0.03 0.00
C -1.642387 2.247556 4.544128 0.04 -0.03 -0.08 0.06
H 1.550403 -2.709587 2.689365 0.07 0.07 0.02 0.00
C -0.586708 2.880352 3.849602 -0.04 0.06 0.20 0.12
C -1.205140 0.236628 3.266284 -0.12 0.06 -0.05 0.14
C -0.074524 -3.708933 0.738790 -0.05 -0.03 -0.02 0.00
H -2.382225 -3.407091 -0.692695 0.11 -0.04 0.11 0.00
H 0.960921 -3.601687 1.058373 0.02 -0.07 0.04 0.00
H 1.148952 -0.410957 -2.757503 0.06 -0.03 0.06 0.00
C 3.614261 -0.886325 -0.408232 0.04 0.00 0.05 0.00
C 1.193257 0.433306 -4.732426 0.01 0.03 0.06 0.00
C 4.067396 0.747560 -2.198569 -0.16 0.11 0.00 0.00
C -3.149397 1.758001 -1.740113 -0.11 -0.02 -0.01 0.00
H -2.168508 1.510670 1.027147 0.00 -0.02 0.01 0.00
H -2.189143 -3.921785 -3.792647 -0.02 -0.04 -0.01 0.00
H -3.968197 -3.466939 3.293795 -0.03 0.00 0.01 0.00
C 1.886153 4.757556 0.918892 0.04 -0.03 -0.01 0.00
C -3.146563 -3.088371 -1.394808 -0.08 0.04 -0.04 0.00
C -5.042591 0.152847 -0.255274 0.00 0.02 0.00 0.00
C -4.625168 1.984009 -1.827988 0.06 0.00 -0.01 0.00
C -1.920750 1.525521 -0.036536 -0.03 -0.01 0.24 0.00
N 2.899144 -1.152991 0.696963 0.09 -0.20 0.04 0.00
H 3.296662 0.613673 4.401660 -0.02 0.03 0.02 0.00
C 3.349982 -2.191074 1.608919 0.05 0.01 -0.10 0.00
H 0.366443 -1.508276 4.160535 0.19 -0.02 0.14 0.00
Hg 0.876658 -0.396489 1.047092 0.05 -0.04 -0.41 0.00
N -1.234377 3.196148 -1.337624 -0.05 0.17 -0.25 0.00
H -3.483986 -1.159940 3.916377 -0.04 0.03 0.07 0.00
N -0.460294 1.585302 -0.185811 0.28 -0.04 0.06 0.00
C 4.581348 2.128248 1.010413 0.05 0.13 0.09 0.00
H -0.308375 -4.766525 0.631550 0.00 -0.06 -0.01 0.00
H 4.241354 -0.322442 3.252214 0.10 0.05 -0.09 0.00
O -0.331117 -1.214972 -0.877596 0.04 -0.04 -0.06 0.00
N 2.346956 2.224032 1.949537 -0.05 0.04 0.13 0.00
H -3.596470 -3.987250 -1.834687 -0.01 -0.04 -0.01 0.00
C 4.677552 -1.627684 -0.992930 0.08 -0.14 0.02 0.00
C 5.097420 0.001493 -2.748429 -0.06 -0.03 0.05 0.00
N -2.451160 2.694608 -0.796908 -0.02 0.12 0.04 0.00
H -0.314544 3.905495 4.051559 0.01 0.02 -0.03 0.01
H -2.754884 0.472690 4.771785 -0.07 -0.06 0.02 0.00
H 4.911107 2.261263 -0.019813 0.04 0.04 0.02 0.00
C -0.821419 0.067724 -3.418083 -0.02 0.00 0.10 0.00
H 4.401828 -2.027635 1.878060 0.01 -0.01 -0.08 0.00
H 1.629512 -1.707276 5.402916 0.02 -0.01 0.02 0.00
C -2.679831 0.510823 -0.927175 0.08 0.00 -0.10 0.00
C 0.565484 0.003360 -3.569907 0.00 0.04 -0.02 0.00
C -1.563984 -1.095197 2.886650 -0.25 0.07 -0.03 0.10
H -0.553075 4.990946 -1.777568 -0.14 -0.10 -0.04 0.00
H -1.161372 -2.528215 -4.161225 0.00 0.01 -0.04 0.00
H 1.054166 -0.084310 4.947117 0.00 0.01 0.03 0.00
H 3.912764 -0.997912 4.865987 0.02 0.01 0.00 0.00
C -5.484497 1.221191 -1.155544 -0.03 -0.02 0.03 0.00
C -0.930850 1.041833 -5.650615 -0.03 -0.01 0.00 0.00
H -0.868719 4.018251 -3.087533 -0.04 0.06 0.23 0.00
H -0.830950 -3.509419 -2.735299 0.06 -0.01 0.04 0.00
H -0.142925 -3.195068 -0.223531 -0.02 0.01 0.01 0.00
C 5.363511 -1.192718 -2.111530 0.08 -0.03 0.02 0.00
H -2.346441 -4.720527 1.838272 0.00 -0.03 -0.02 0.01
H -4.355464 -2.583601 -3.670617 -0.03 -0.03 -0.01 0.00
H 0.933892 1.291584 -6.684243 0.02 0.01 0.00 0.00
Si -1.505787 -0.766193 -1.833404 -0.05 0.14 0.04 0.00
C -2.567542 -2.213732 -2.509815 0.03 -0.01 -0.02 0.00
H 3.060666 -2.945806 3.576049 -0.08 -0.01 0.00 0.00
N 2.280299 -0.975157 3.518420 0.15 -0.18 0.13 0.00
H -2.629318 0.654354 -4.441342 -0.03 0.03 0.01 0.00
F 3.764119 1.955824 -2.728626 0.05 -0.20 0.04 0.00
H 2.267031 0.358918 -4.822337 0.14 0.00 0.02 0.00
F 6.341996 -1.993659 -2.597025 -0.13 0.14 0.06 0.00
H -1.527565 1.440766 -6.461629 -0.02 0.02 -0.02 0.00
H -3.423820 -0.903607 0.579572 -0.02 -0.06 0.04 0.00
H -2.695506 1.842941 -2.723354 0.05 0.01 -0.10 0.00
H -3.926726 -2.575857 -0.831123 0.01 -0.03 -0.03 0.00
C 0.127568 2.138805 2.935356 0.01 0.09 -0.12 0.01
H -2.208498 2.788031 5.291164 -0.01 0.00 0.04 0.00
C -2.769368 -1.712761 3.329193 0.05 0.04 -0.01 0.05
N -0.121772 0.854046 2.668026 -0.53 -0.16 -0.01 0.15
H -4.354914 -1.003121 -2.884183 -0.05 0.04 0.03 0.00
H 3.298953 -3.192790 1.166571 0.07 -0.04 -0.04 0.00
H -3.358873 -1.286264 -4.319424 -0.01 -0.02 -0.03 0.00
C -1.020537 -3.046677 1.696365 0.09 -0.16 -0.17 0.01
C 1.283180 -1.078753 4.562087 0.06 -0.11 0.11 0.00
C 1.182028 2.837370 2.147437 0.09 0.07 -0.08 0.00
C -1.948976 0.956809 4.245348 0.03 0.00 0.01 0.04
N -0.157120 2.529313 -0.932672 -0.07 0.02 -0.22 0.00
H 3.899848 4.605719 0.173043 0.00 0.00 -0.03 0.00
C 3.104386 4.132525 0.733567 -0.04 -0.01 0.01 0.00
C -3.721424 -1.732762 -3.394040 0.03 -0.01 0.00 0.00
H -4.972141 2.796207 -2.455696 -0.02 0.02 -0.02 0.00
C 3.289245 2.852695 1.248684 0.05 0.10 0.01 0.00
C -3.048257 -2.999058 2.965669 0.08 0.01 -0.04 0.04
C -1.628193 -3.089840 -3.350353 -0.04 0.00 0.01 0.00
N -1.189684 4.295644 -2.160092 0.18 0.00 -0.08 0.00
C 3.359816 0.323828 -1.101914 -0.42 0.25 -0.24 0.00
C -2.149990 -3.704484 2.147183 -0.08 -0.02 0.07 0.11
C -3.751416 -0.157757 -0.137025 0.02 0.04 -0.01 0.00
H -0.082977 4.529890 1.754175 -0.02 0.00 0.04 0.00
H -5.788833 -0.363710 0.334545 -0.01 -0.03 0.03 0.00
H 4.450095 1.069555 1.199616 -0.02 -0.14 0.10 0.00
C 0.447697 0.957753 -5.775566 0.02 0.00 -0.05 0.00
F 2.375439 1.137519 -0.630756 0.51 -0.37 -0.47 0.00
H 5.364592 2.513642 1.666355 0.03 0.00 0.05 0.00
H 1.697794 5.736542 0.495606 0.00 0.03 0.00 0.00
F 5.074290 -2.836135 -0.502177 -0.28 0.20 0.11 0.00
C -1.548897 0.594966 -4.491517 -0.02 0.03 0.05 0.00
C 2.523703 -2.258542 2.889864 0.10 -0.11 0.17 0.00
H -6.548952 1.404802 -1.241394 -0.03 0.02 -0.01 0.00
C 3.496093 -0.394057 4.038462 -0.05 0.08 -0.05 0.00
C 0.900618 4.099086 1.629586 0.01 0.05 0.05 0.00
```
Positions in Å, forces in eV/Å.

Its spin multiplicity is 2. The net charge is -1. The HOMO-LUMO gap (alpha / beta) comes out at 5.18 / 7.35 eV. The energy above the lowest of the compared OMol25 structures with the same formula, charge and spin is 252.08 kJ/mol. Its calculated total energy is -86276.58029 eV. For the HOMO energy (alpha / beta), the calculation gives -0.094 / -0.174 Ha.